A molecular structure, C22H27CsN5O5S at a distorted geometry, computed with ωB97M-V with the def2-TZVPD basis set.

## Properties
spin multiplicity	1
M	606.5	u
net charge	-1
max |F|	3.354	eV Å⁻¹
total energy	-52327.56140	eV
E_HOMO	-5.59	eV
LUMO	2.118	eV

The geometry in XYZ format:
```
61
Properties=species:S:1:pos:R:3:forces:R:3
Cs -0.45146 -0.44624 1.19577 1.2 -3.0 -0.9
O -2.51801 4.80116 4.40717 0.0 0.0 0.0
C -2.17778 3.83627 3.49923 0.0 0.1 0.1
C -3.08068 2.87654 3.07465 0.0 -0.1 -0.1
C -2.64193 1.92579 2.16232 -0.1 0.1 0.0
N -1.40227 1.92986 1.67191 -0.4 1.2 0.5
C -0.52792 2.84418 2.11336 0.1 0.2 -0.1
C -0.87374 3.83036 3.01955 0.0 0.0 -0.1
C 0.93504 2.63646 1.64237 -0.7 0.6 0.1
O 1.62607 3.62983 1.36290 0.1 -0.2 0.0
O 1.23993 1.42336 1.59971 1.1 0.6 0.1
C -3.53879 0.74198 1.74343 0.1 0.4 0.1
O -4.69899 1.00137 1.40786 -0.1 -0.1 0.0
O -2.94337 -0.36628 1.80823 -1.2 0.0 0.2
H -3.43970 4.67758 4.65333 0.0 0.0 0.0
H -4.10285 2.84153 3.43152 0.0 0.0 0.0
H -0.14915 4.56136 3.34780 0.0 0.0 0.0
C -3.75043 -3.00465 -0.09408 0.0 -0.1 -0.1
C -2.56117 -2.54337 -0.89294 0.2 0.1 0.0
C -2.66774 -1.37519 -1.65748 0.0 0.0 0.1
C -3.95221 -0.59517 -1.60041 -0.2 0.0 -0.1
C -1.57226 -0.91580 -2.39524 -0.1 -0.1 0.0
C -1.71433 0.31454 -3.25391 0.0 0.2 -0.1
C -0.35391 -1.59999 -2.33555 0.0 0.0 0.0
C 0.86499 -1.04057 -3.02636 0.2 0.1 -0.1
C -0.25074 -2.77441 -1.58707 0.0 0.0 0.1
C 1.04986 -3.53655 -1.56291 0.2 -0.1 0.0
C -1.34201 -3.22482 -0.83332 0.0 0.1 0.0
C -1.16875 -4.36563 0.13840 0.0 -0.2 0.0
H -4.66789 -2.89122 -0.67106 0.0 0.0 0.0
H -3.85648 -2.40064 0.81130 0.0 0.0 0.0
H -3.66998 -4.05548 0.17602 0.0 0.0 0.0
H -4.74517 -1.08315 -2.18008 0.0 0.0 0.0
H -3.83891 0.41257 -1.99044 0.0 0.0 0.0
H -4.31406 -0.49549 -0.57749 0.0 0.0 0.1
H -2.68043 0.33351 -3.75702 0.0 0.0 0.0
H -0.95093 0.36882 -4.02627 0.0 -0.1 0.0
H -1.64702 1.23747 -2.66846 0.0 0.0 0.0
H 0.95520 -1.37182 -4.06632 0.0 0.0 0.0
H 1.78305 -1.32587 -2.51595 0.0 0.0 0.0
H 0.85580 0.04798 -3.04073 0.0 0.0 0.0
H 1.72048 -3.18781 -0.76888 0.0 0.0 0.0
H 1.59444 -3.43188 -2.49977 0.0 0.0 0.0
H 0.89362 -4.60249 -1.40705 -0.1 0.0 0.0
H -1.47768 -5.33314 -0.27148 0.0 0.0 -0.1
H -1.75530 -4.20353 1.04127 0.0 0.0 0.0
H -0.13084 -4.46881 0.44873 0.0 0.0 0.0
C 5.93255 3.02040 -0.28971 0.1 0.1 0.0
C 5.83996 1.65863 0.27882 0.2 0.0 0.0
N 6.81621 0.95700 0.77706 0.0 0.2 -0.1
N 6.21115 -0.20477 1.15725 0.1 -0.1 0.1
C 4.88901 -0.24119 0.92598 -0.7 0.2 0.0
S 3.76345 -1.44229 1.25084 0.2 0.0 -0.1
N 4.66048 0.98504 0.36153 0.0 0.0 -0.1
N 3.46109 1.43329 -0.22444 0.0 0.0 0.3
H 6.97677 3.31848 -0.34642 0.0 0.0 0.0
H 5.38714 3.73268 0.33067 0.0 0.0 0.0
H 5.48346 3.04436 -1.28222 0.0 0.0 0.0
H 6.74498 -0.93742 1.58425 0.0 -0.1 0.0
H 2.77213 0.76417 0.11996 -0.2 -0.1 -0.1
H 3.15799 2.27913 0.27987 0.1 -0.1 0.0
```
Forces are in eV/Å.

=====

6 unconnected molecules or ions with the total composition C22H27F5NO19S2 at a distorted geometry, computed with ωB97M-V with the def2-TZVPD basis set.

## Properties
spin multiplicity	1
M	768.6	u
net charge	-1
max |F|	10.657	eV Å⁻¹
total energy	-98893.87433	eV
E_HOMO	-5.67	eV
LUMO	1.280	eV

The geometry in XYZ format:
```
76
Properties=species:S:1:pos:R:3:forces:R:3
C 1.77997 3.51062 -0.64153 0.9 5.3 -8.0
C 1.89633 4.37659 -1.77094 -0.8 -7.2 7.8
S 2.25054 4.94827 -3.55422 3.3 4.7 -2.6
O 3.78266 5.32408 -3.57894 -5.0 -2.5 0.6
O 1.48562 6.26739 -3.81587 1.2 -4.7 1.5
N 2.00879 3.69835 -4.74868 -2.3 1.4 2.7
S 0.29834 3.40667 -5.05238 -0.7 0.9 -6.0
O -0.49291 4.67152 -5.48197 2.1 -3.6 2.7
O 0.26116 2.44268 -6.30225 0.6 2.2 4.7
C -0.43560 2.47539 -3.59975 -1.4 -1.7 1.5
C -1.82092 3.11003 -2.99543 0.1 -0.5 0.8
C -1.71733 4.67004 -2.50306 -0.6 0.6 -0.5
C -3.00794 5.46560 -3.20808 0.4 -0.5 -0.3
C -1.81936 4.89836 -0.88286 0.4 1.0 -0.2
H 1.54486 2.71194 0.21370 0.7 2.7 -2.3
H 0.31072 2.28119 -2.70904 -1.1 0.9 -2.1
H -0.72048 1.39205 -4.01199 0.8 2.5 0.5
H -2.70060 2.89463 -3.75591 1.9 0.8 1.5
H -2.09044 2.47224 -2.02294 0.7 1.1 -2.1
H -0.69394 5.16116 -2.85791 -2.3 -1.1 0.6
H -3.91513 5.33745 -2.47332 1.7 0.6 -1.4
H -2.75485 6.58989 -3.45942 -0.6 -2.2 0.8
H -3.30882 4.94168 -4.22955 0.8 1.2 2.1
H -2.82247 4.49733 -0.43132 1.9 0.5 -0.9
H -1.81654 6.07940 -0.70834 -0.1 -2.5 -0.4
H -0.86946 4.49945 -0.30985 -2.1 0.6 -1.2
C -1.78993 -0.83513 0.31445 -0.8 -1.0 0.6
C -0.76859 -0.83109 -0.77115 0.1 -0.4 -0.8
O -0.47994 0.53736 -0.94695 0.1 0.3 1.1
C -0.69589 1.10479 0.27291 0.6 2.5 0.8
O -0.29562 2.21155 0.59344 -1.3 -2.8 -0.4
O -1.40976 0.27873 1.09722 0.7 0.9 -0.5
F -1.28856 -1.30820 -1.92426 0.1 -0.2 -0.2
H -2.80770 -0.68452 -0.06086 0.2 0.0 -0.2
H -1.76619 -1.75533 0.90442 0.1 0.2 0.1
H 0.15088 -1.37258 -0.52439 -0.2 0.1 -0.2
C -7.58326 3.82056 -0.38734 -1.1 0.1 0.6
C -6.48050 4.63009 -0.97920 0.7 0.6 0.3
O -5.57984 3.65830 -1.46015 -0.9 -0.5 -0.3
C -6.35355 2.58030 -1.76992 1.1 -2.7 -1.9
O -5.98242 1.64820 -2.46370 -1.0 2.2 1.8
O -7.60013 2.67439 -1.21436 0.7 -0.1 -0.5
F -5.85332 5.35863 -0.02865 0.1 0.3 0.0
H -7.38035 3.51957 0.64591 0.2 0.2 -0.1
H -8.54432 4.34091 -0.41884 0.1 -0.2 -0.1
H -6.79361 5.28130 -1.80225 0.2 0.1 0.1
C 2.01286 -5.27848 0.08356 1.0 -1.0 -0.1
C 1.93212 -3.86503 -0.38264 0.7 0.5 -0.8
O 0.59307 -3.50872 -0.12406 -0.2 -0.6 1.0
C 0.22422 -4.26843 0.94527 -2.2 0.2 1.7
O -0.76110 -4.05230 1.63106 2.1 -0.5 -1.5
O 1.09800 -5.29872 1.16086 -1.0 0.9 0.1
F 2.14466 -3.78387 -1.71527 0.0 0.1 -0.2
H 1.69101 -5.99524 -0.67936 0.0 0.3 -0.1
H 3.01801 -5.54946 0.41768 -0.2 0.1 0.2
H 2.60396 -3.17940 0.14468 -0.1 -0.1 -0.2
C 2.72937 -8.31814 4.55971 0.0 -1.3 0.1
C 1.89501 -7.12557 4.88114 -0.5 0.3 0.7
O 2.70945 -6.04070 4.49824 0.2 -0.5 -0.8
C 3.48365 -6.51919 3.48418 1.8 1.6 -2.1
O 4.11586 -5.81473 2.71481 -1.4 -2.0 2.0
O 3.45938 -7.88588 3.42914 0.0 1.1 -0.2
F 1.66877 -7.03960 6.21122 -0.2 0.1 0.2
H 3.42591 -8.57713 5.36416 -0.2 0.2 0.1
H 2.12431 -9.19748 4.32296 0.2 0.2 -0.1
H 0.94511 -7.08267 4.33766 0.0 0.1 0.2
C 6.32874 -2.38525 4.10761 1.2 0.0 0.1
C 5.09483 -2.26219 4.93466 -0.3 0.6 0.6
O 4.06436 -2.16959 3.97736 0.4 -0.8 -0.4
C 4.52105 -2.86263 2.89671 -1.5 -1.0 -2.6
O 3.81413 -3.24032 1.97720 1.7 1.3 2.1
O 5.86790 -3.09008 2.97237 -1.2 0.0 -0.2
F 5.10986 -1.11898 5.65612 -0.1 0.1 0.3
H 6.72764 -1.41447 3.79480 -0.2 0.0 0.2
H 7.11905 -2.94068 4.61977 -0.1 -0.1 -0.2
H 4.90925 -3.11689 5.59388 -0.1 0.2 0.1
```
Forces are in eV/Å.

=====

A molecular structure, C22H27FeN3O2, computed with ωB97M-V with the def2-TZVPD basis set.

## Properties
spin multiplicity	2
M	421.3	u
net charge	-1
max |F|	0.734	eV Å⁻¹
total energy	-66203.90233	eV
E_HOMO (spin up / spin down)	-3.39 / -3.63	eV
LUMO (spin up / spin down)	3.129 / 3.128	eV

The geometry in XYZ format:
```
55
Properties=species:S:1:pos:R:3:forces:R:3
Fe -0.09895 0.59515 1.27803 0.4 0.5 0.4
C -1.19542 -2.56381 -1.30636 0.0 0.0 0.0
N -0.00049 -1.76007 -1.37622 -0.1 -0.1 0.0
C 1.18665 -2.49467 -0.98434 0.0 0.1 0.0
C 1.29823 -2.60707 0.54017 0.0 0.0 -0.1
C 2.20131 -1.54490 1.15366 0.0 0.0 0.0
N 1.84774 -0.17155 0.80024 -0.3 -0.1 0.1
C 2.83731 0.59648 0.54722 0.0 0.1 -0.1
C 2.82564 2.01278 0.25917 0.0 0.0 0.0
C 4.06821 2.62370 0.03104 0.0 0.0 0.0
C 4.19284 3.96256 -0.25788 0.0 0.0 0.0
C 3.01987 4.73356 -0.32493 0.0 0.0 0.0
C 1.78739 4.17617 -0.10879 0.0 0.0 0.0
C 1.62215 2.78731 0.19572 0.0 -0.1 -0.1
O 0.45728 2.30495 0.35242 0.0 0.0 0.1
C 0.09778 -0.91789 -2.55682 0.0 0.0 0.1
C 0.01439 0.56815 -2.21127 0.0 0.0 0.0
C -1.30210 1.01719 -1.58828 0.0 0.0 0.0
N -1.52991 0.47009 -0.25420 0.1 0.0 0.1
C -2.72417 0.13843 0.04381 0.0 -0.2 0.0
C -3.16312 -0.51898 1.25819 0.0 0.0 0.0
C -4.54238 -0.67520 1.44694 0.0 0.0 0.0
C -5.06661 -1.37327 2.51176 0.0 0.0 0.0
C -4.17147 -1.96794 3.41313 0.0 0.0 0.0
C -2.81392 -1.85223 3.24968 0.0 0.0 0.0
C -2.23882 -1.10899 2.17657 0.1 0.0 0.0
O -0.96569 -1.04035 2.05520 0.0 0.0 0.1
H -1.17782 -3.40810 -2.02278 0.0 0.0 0.0
H -2.07477 -1.95627 -1.51660 0.0 0.0 0.0
H -1.32030 -2.96881 -0.30118 0.0 0.0 0.0
H 2.06230 -1.96462 -1.36990 0.0 0.0 0.0
H 1.19431 -3.50037 -1.44677 0.0 0.0 0.0
H 1.70634 -3.58248 0.82402 0.0 0.0 0.0
H 0.30729 -2.52027 0.98259 0.0 0.0 0.0
H 3.23862 -1.74070 0.84062 0.0 0.0 0.1
H 2.16177 -1.62801 2.24398 -0.1 0.0 0.0
H 3.84483 0.15504 0.55211 0.0 0.0 0.0
H 4.95756 2.00167 0.08912 0.0 0.0 0.0
H 5.16390 4.40945 -0.42550 0.0 0.0 0.0
H 3.09031 5.79329 -0.54841 0.0 0.0 0.0
H 0.88480 4.77360 -0.15405 0.0 0.0 0.0
H -0.68767 -1.18648 -3.27709 0.0 0.0 0.0
H 1.05167 -1.09855 -3.06689 0.0 0.0 0.0
H 0.16808 1.15422 -3.12466 0.0 0.0 0.0
H 0.82391 0.81680 -1.52412 0.0 0.0 0.0
H -2.13493 0.73540 -2.25086 0.0 0.0 0.0
H -1.28716 2.10599 -1.50314 0.1 0.0 0.0
H -3.51722 0.30290 -0.70002 0.0 0.0 0.0
H -5.21025 -0.22641 0.71653 0.0 0.0 0.0
H -6.13634 -1.46929 2.64348 0.0 0.0 0.0
H -4.55764 -2.53103 4.25654 0.0 0.0 0.0
H -2.12336 -2.30964 3.94791 0.0 0.0 0.0
C 0.03427 1.35520 2.89288 -0.1 -0.2 -0.6
H 0.48192 2.33874 3.09796 -0.1 0.0 0.0
H -0.34714 0.89743 3.81648 0.1 0.0 0.0
```
Forces are in eV/Å.